## a
Here is the molecule C4H11N3 from the Open Molecules 2025 dataset. Energies are from ωB97M-V/def2-TZVPD.

Computed properties:
- Charge: 0
- Kohn-Sham gap: 9.320 eV
- SMILES: [H]/N=C/NCCCN

Element x y z (Å)
H  -3.048  -2.164  0.101
N  -2.096  -1.665  -0.163
C  -2.030  -0.572  0.587
N  -0.828  -0.098  1.148
C  0.344  -0.838  0.766
C  0.776  -0.559  -0.685
C  0.784  0.891  -1.030
N  1.543  1.816  -0.226
H  -2.956  -0.170  0.938
H  -0.794  0.722  1.738
H  1.114  -0.476  1.538
H  0.394  -1.912  0.937
H  0.180  -0.934  -1.638
H  1.705  -0.865  -0.684
H  -0.251  1.289  -1.020
H  1.217  1.196  -1.983
H  1.551  2.885  -0.442
H  2.395  1.456  0.117

natural (NBO) atomic charge list, values in e, 5 entries: 0.35, -0.78, 0.28, -0.62, -0.22

## b
Here is the molecule C4H11N3 from the Open Molecules 2025 dataset. Energies are from ωB97M-V/def2-TZVPD.

Computed properties:
- Charge: 0
- Kohn-Sham gap: 8.817 eV
- SMILES: N/C=N/CCCN

Element x y z (Å)
N  2.205  -0.877  -1.178
C  1.579  -1.034  0.067
N  0.554  -1.714  0.384
C  -0.589  -1.093  1.113
C  -0.696  0.404  0.893
C  -1.346  0.654  -0.459
N  -1.339  2.059  -0.968
H  3.200  -1.028  -1.255
H  1.927  -0.173  -1.844
H  2.382  -0.715  0.778
H  -0.281  -1.363  2.128
H  -1.490  -1.704  0.927
H  -1.395  0.897  1.574
H  0.275  0.709  1.277
H  -1.056  0.081  -1.347
H  -2.339  0.198  -0.382
H  -1.090  2.635  -0.169
H  -0.501  2.065  -1.541

natural (NBO) atomic charge list, values in e, 5 entries: -0.87, 0.36, -0.51, -0.22, -0.45

In terms of stability, a leads; the second structure lies 68.7 kJ/mol higher.

## a
Here is a structure of composition C4H11N3 from the Open Molecules 2025 dataset. Energies are from ωB97M-V/def2-TZVPD.

Computed properties:
- Charge: 0
- Kohn-Sham gap (spin up / spin down): 7.195 / 8.095 eV

Element x y z (Å)
C  0.980  0.164  -0.114
C  -0.619  -0.282  0.956
C  1.611  -1.168  -0.447
C  -1.188  0.949  1.614
N  0.622  0.929  -1.197
N  -1.014  0.440  -1.434
N  -1.164  -0.597  -2.024
H  0.548  1.918  -0.966
H  1.471  0.708  0.695
H  -1.166  -0.508  -3.052
H  -1.376  -0.954  0.559
H  -0.015  -0.873  1.644
H  2.524  -1.023  -1.033
H  1.865  -1.724  0.457
H  0.936  -1.789  -1.044
H  -0.398  1.599  2.001
H  -1.793  1.536  0.920
H  -1.823  0.676  2.466

natural (NBO) atomic charge list, values in e, 5 entries: -0.02, -0.37, -0.64, -0.64, -0.56

## b
Here is the molecule C4H11N3 from the Open Molecules 2025 dataset. Energies are from ωB97M-V/def2-TZVPD.

Computed properties:
- Charge: 0
- Kohn-Sham gap: 8.850 eV
- SMILES: C=CNCN(C)N

Element x y z (Å)
C  -1.043  -1.404  2.519
C  -1.641  -0.912  1.432
N  -1.044  -0.611  0.231
C  0.372  -0.313  0.162
N  0.381  0.832  -0.761
C  0.543  0.443  -2.158
N  1.329  1.799  -0.333
H  0.022  -1.530  2.594
H  -1.628  -1.735  3.358
H  -2.722  -0.902  1.379
H  -1.381  0.213  -0.395
H  0.942  -1.176  -0.222
H  0.760  0.038  1.125
H  0.421  1.322  -2.791
H  1.530  -0.003  -2.350
H  -0.228  -0.282  -2.404
H  2.279  1.533  -0.606
H  1.112  2.686  -0.779

natural (NBO) atomic charge list, values in e, 5 entries: -0.55, 0.02, -0.63, -0.07, -0.31

## c
Here is a structure of composition C4H11N3 from the Open Molecules 2025 dataset. Energies are from ωB97M-V/def2-TZVPD.

Computed properties:
- Charge: 0
- Kohn-Sham gap: 8.766 eV

Element x y z (Å)
C  -0.409  -0.210  -1.139
C  0.473  -1.617  1.380
C  0.741  0.175  -2.020
N  -1.385  1.249  1.310
N  -0.506  1.730  0.342
C  -0.011  0.760  1.253
N  0.312  -0.415  0.580
H  -2.080  0.611  0.922
H  -0.426  2.598  -0.173
H  0.591  1.117  2.088
H  -0.651  -1.267  -1.178
H  -1.341  0.302  -1.364
H  -0.320  -1.726  2.134
H  1.436  -1.595  1.910
H  0.471  -2.495  0.727
H  0.897  1.255  -2.052
H  0.549  -0.169  -3.043
H  1.660  -0.302  -1.676

natural (NBO) atomic charge list, values in e, 5 entries: -0.14, -0.42, -0.65, -0.48, -0.57

## d
Here is the molecule C4H11N3 from the Open Molecules 2025 dataset. Energies are from ωB97M-V/def2-TZVPD.

Computed properties:
- Charge: 0
- Kohn-Sham gap (spin up / spin down): 8.160 / 8.095 eV

Element x y z (Å)
C  -0.640  -0.345  0.696
C  1.223  -0.119  -1.188
N  0.309  -0.134  1.761
C  0.011  0.575  -0.581
N  0.749  1.123  1.950
N  -0.907  -1.695  0.341
C  -0.956  1.025  -1.459
H  1.093  -0.779  1.714
H  -1.564  0.173  0.955
H  -0.087  1.694  2.105
H  0.429  1.379  0.247
H  -0.078  -2.222  0.104
H  -1.449  -2.193  1.034
H  0.936  -1.027  -1.724
H  1.712  0.544  -1.902
H  1.957  -0.379  -0.422
H  -0.885  0.860  -2.526
H  -1.851  1.520  -1.103

natural (NBO) atomic charge list, values in e, 5 entries: 0.12, -0.63, -0.39, -0.30, -0.48

In terms of stability, b leads; the second structure lies 181.2 kJ/mol higher.

## a
Here is the molecule C2H9N2OP from the Open Molecules 2025 dataset. Energies are from ωB97M-V/def2-TZVPD.

Computed properties:
- Charge: 0
- Kohn-Sham gap: 9.381 eV
- SMILES: CCNP(N)O

Element x y z (Å)
C  1.925  -0.559  0.212
C  1.132  0.668  0.657
N  -0.122  0.855  -0.022
P  -1.674  0.002  0.655
N  -2.726  1.056  -0.152
O  -1.900  -1.244  -0.392
H  2.126  -0.503  -0.859
H  2.874  -0.610  0.739
H  1.366  -1.471  0.413
H  0.923  0.615  1.732
H  1.738  1.568  0.481
H  -0.070  0.649  -1.013
H  -2.558  2.013  0.137
H  -3.703  0.812  -0.013
H  -1.647  -2.097  -0.032

natural (NBO) atomic charge list, values in e, 5 entries: -0.62, -0.22, -0.92, 1.31, -1.17

## b
Here is a cluster of 2 separate species, C2H9N2OP in total from the Open Molecules 2025 dataset. Energies are from ωB97M-V/def2-TZVPD.

Computed properties:
- Charge: 0
- Kohn-Sham gap: 9.652 eV
- SMILES: NP=O.CCN

Element x y z (Å)
N  3.358  -0.310  -1.264
P  3.819  0.100  0.340
O  3.934  -1.120  1.105
H  3.301  0.276  -2.088
H  3.307  -1.289  -1.555
C  -2.510  0.895  -0.040
C  -1.871  -0.121  0.887
N  -0.550  -0.565  0.564
H  -3.603  1.162  0.266
H  -2.002  1.910  -0.215
H  -2.574  0.442  -1.110
H  -1.841  0.315  1.877
H  -2.512  -1.100  1.119
H  0.190  0.208  0.608
H  -0.445  -0.803  -0.492

natural (NBO) atomic charge list, values in e, 5 entries: -1.21, 1.43, -1.03, 0.40, 0.41

In terms of stability, a leads; the second structure lies 93.1 kJ/mol higher.

## a
Here is the molecule C2H6N4S from the Open Molecules 2025 dataset. Energies are from ωB97M-V/def2-TZVPD.

Computed properties:
- Charge: 0
- Kohn-Sham gap (spin up / spin down): 7.888 / 6.436 eV
- 2S+1: 3
- <S²>: 2.0107

Element x y z (Å)
C  -2.346  0.132  0.037
C  -0.890  0.491  -0.005
N  3.397  -0.961  -0.226
N  0.141  -0.477  0.216
N  1.347  -0.011  0.267
N  2.195  -1.124  -0.023
S  1.843  1.624  0.152
H  -2.939  0.571  -0.645
H  -2.593  -0.950  -0.066
H  -2.814  0.342  0.994
H  -0.616  1.207  0.759
H  -0.640  1.036  -0.920
H  3.916  -1.879  -0.540

natural (NBO) atomic charge list, values in e, 5 entries: -0.62, -0.28, -0.41, -0.17, -0.27

## b
Here is the molecule C2H6N4S from the Open Molecules 2025 dataset. Energies are from ωB97M-V/def2-TZVPD.

Computed properties:
- Charge: 0
- Kohn-Sham gap (spin up / spin down): 6.817 / 7.533 eV
- 2S+1: 3
- <S²>: 2.0148

Element x y z (Å)
C  0.548  0.000  -0.077
C  1.829  -2.086  -1.661
N  -0.114  0.750  0.639
N  -1.187  0.517  1.335
N  -1.945  2.621  0.896
N  -1.930  1.558  1.540
S  0.156  -1.625  -0.860
H  1.507  0.363  -0.424
H  1.879  -3.149  -2.027
H  2.425  -2.007  -0.695
H  2.089  -1.243  -2.334
H  -2.726  3.067  1.332
H  -2.531  1.234  2.334

natural (NBO) atomic charge list, values in e, 5 entries: -0.04, -0.72, -0.26, -0.05, -0.38

In terms of stability, a leads; the second structure lies 7.3 kJ/mol higher.

## a
Here is a cluster of 9 separate species, C6H29NO9 in total from the Open Molecules 2025 dataset. Energies are from ωB97M-V/def2-TZVPD.

Computed properties:
- Charge: 0
- Kohn-Sham gap: 8.507 eV
- SMILES: C=C(CCCO)NC.O.O.O.O.O.O.O.O

Element x y z (Å)
C  0.402  -2.350  1.161
C  0.829  -1.479  2.076
C  0.100  -0.212  2.355
C  -0.496  0.513  1.128
C  0.249  1.854  0.997
O  -0.220  2.545  -0.150
N  2.132  -1.654  2.597
C  2.288  -1.599  4.066
H  0.907  -3.294  0.938
H  -0.495  -2.350  0.564
H  -0.809  -0.477  2.950
H  0.563  0.501  3.050
H  -1.585  0.716  1.186
H  -0.526  0.004  0.160
H  1.289  1.630  0.792
H  -0.109  2.392  1.852
H  -1.072  3.008  -0.207
H  2.620  -2.482  2.278
H  3.278  -1.302  4.325
H  1.543  -0.777  4.299
H  1.875  -2.485  4.552
O  -3.221  -1.660  2.718
H  -3.839  -1.191  3.274
H  -2.375  -1.298  2.467
O  3.372  -2.227  -2.277
H  2.471  -2.031  -1.874
H  3.447  -1.332  -2.640
O  1.381  2.583  -2.319
H  1.208  3.124  -3.094
H  0.826  2.939  -1.595
O  -3.269  0.690  -2.366
H  -2.455  0.734  -2.893
H  -3.112  0.044  -1.677
O  -0.772  0.569  -2.165
H  -0.371  1.361  -1.764
H  -0.106  0.465  -2.917
O  -2.614  4.025  -0.629
H  -2.256  4.694  -1.230
H  -2.961  3.417  -1.304
O  1.065  -0.114  -3.884
H  1.705  0.147  -3.216
H  0.669  -0.983  -3.678
O  -0.110  -2.167  -2.617
H  -0.621  -2.859  -3.060
H  -0.824  -1.634  -2.232

natural (NBO) atomic charge list, values in e, 5 entries: -0.50, 0.18, -0.47, -0.43, -0.05

## b
Here is a cluster of 9 separate species, C6H29NO9 in total from the Open Molecules 2025 dataset. Energies are from ωB97M-V/def2-TZVPD.

Computed properties:
- Charge: 0
- Kohn-Sham gap: 9.160 eV
- SMILES: CCCN(C)CC=O.O.O.O.O.O.O.O.O

Element x y z (Å)
C  3.250  1.201  2.028
C  2.575  0.552  0.813
C  1.390  1.363  0.282
N  1.076  0.529  -1.053
C  1.805  1.114  -2.204
C  -0.438  0.213  -1.247
C  -0.640  -1.227  -1.463
O  -1.758  -1.671  -1.678
H  2.461  1.181  2.793
H  4.121  0.676  2.356
H  3.566  2.226  1.913
H  2.245  -0.468  0.998
H  3.178  0.252  -0.064
H  0.452  1.424  0.928
H  1.731  2.342  -0.076
H  2.847  1.197  -1.915
H  1.847  0.407  -3.065
H  1.411  2.144  -2.359
H  -0.729  0.710  -2.158
H  -0.983  0.579  -0.321
H  0.163  -1.957  -1.379
O  -2.188  -3.227  0.552
H  -2.302  -2.828  -0.345
H  -1.234  -3.446  0.584
O  0.392  -4.062  0.194
H  0.611  -3.523  0.938
H  0.586  -5.001  0.232
O  2.617  -2.732  -1.330
H  1.890  -3.344  -1.050
H  2.618  -1.970  -0.763
O  -1.813  4.148  0.134
H  -2.363  3.380  0.294
H  -1.363  4.347  0.972
O  0.414  -1.752  2.200
H  1.095  -1.092  2.301
H  -0.135  -1.445  1.464
O  -1.969  2.176  2.604
H  -2.047  1.251  2.302
H  -2.487  2.162  3.417
O  -0.607  3.921  -2.409
H  -1.280  3.476  -1.856
H  -0.902  3.515  -3.248
O  -2.801  -0.603  1.300
H  -3.164  -1.389  1.718
H  -3.240  -0.556  0.426

natural (NBO) atomic charge list, values in e, 5 entries: -0.62, -0.41, -0.22, -0.48, -0.44

In terms of stability, b leads; the second structure lies 17.2 kJ/mol higher.

## a
Here is a structure of composition C2H11N3O2 from the Open Molecules 2025 dataset. Energies are from ωB97M-V/def2-TZVPD.

Computed properties:
- Charge: 0
- Kohn-Sham gap: 9.842 eV

Element x y z (Å)
H  -1.896  0.633  -0.546
O  -2.591  1.192  0.241
N  -0.983  -0.073  -1.160
H  -2.566  2.072  -0.142
H  -1.012  -0.117  -2.187
C  0.177  -0.237  -0.612
N  1.188  -0.811  -1.445
H  0.791  -1.458  -2.132
N  0.561  0.326  0.572
H  1.580  0.236  0.770
H  -0.150  0.529  1.276
C  2.227  -1.593  -0.631
H  2.128  -1.394  0.417
H  2.076  -2.677  -0.815
H  3.172  -1.189  -1.008
O  -1.272  1.251  2.678
H  -1.566  2.163  2.830
H  -1.864  1.147  1.895

natural (NBO) atomic charge list, values in e, 5 entries: 0.46, -1.10, -0.81, 0.45, 0.38

## b
Here is a cluster of 3 separate species, C2H11N3O2 in total from the Open Molecules 2025 dataset. Energies are from ωB97M-V/def2-TZVPD.

Computed properties:
- Charge: 0
- Kohn-Sham gap: 8.967 eV
- SMILES: [H]/N=C(\N)NC.O.O

Element x y z (Å)
H  0.049  0.796  2.719
N  -0.181  0.274  1.883
C  0.633  -0.639  1.552
N  2.007  -0.639  1.530
N  0.157  -1.893  1.058
C  -0.823  -1.918  -0.049
H  2.634  -0.067  2.066
H  2.469  -1.355  1.004
H  0.908  -2.558  1.009
H  -1.804  -2.190  0.375
H  -0.946  -0.889  -0.386
H  -0.428  -2.621  -0.796
O  -4.138  3.058  -1.291
H  -4.602  3.596  -1.939
H  -4.836  2.592  -0.827
O  3.125  1.327  -2.239
H  2.564  2.073  -2.503
H  3.213  1.053  -3.166

natural (NBO) atomic charge list, values in e, 5 entries: 0.36, -0.83, 0.61, -0.84, -0.63

In terms of stability, a leads; the second structure lies 66.4 kJ/mol higher.